Here is the molecule C5H5N from the OMol25 dataset. Energies are from ωB97M-V with the def2-TZVPD basis set.

Results
Structure (SMILES): C#C[C@H](C)C#N
Lowest unoccupied orbital energy: 0.72 eV
Molar mass: 79.1 g mol⁻¹
Maximum force: 1.32 eV/A
Energy: -6753.382 eV

Cartesian coordinates (Å):
C: -0.71221 1.94911 -1.31060
C: -0.22360 0.93289 -0.89343
C: -0.06719 -0.33752 -0.18337
C: 0.24916 -0.20737 1.32337
C: 0.70957 -1.42046 -0.80873
N: 1.20021 -2.38123 -1.22900
H: -1.28014 2.76659 -1.68501
H: -1.10855 -0.62626 -0.36383
H: -0.27369 0.66321 1.72334
H: -0.10867 -1.10382 1.83447
H: 1.31896 -0.09373 1.53739

=====

Here is the molecule C5H5N from the OMol25 dataset. Energies are from ωB97M-V with the def2-TZVPD basis set.

Results
Structure (SMILES): CCC#CC#N
Lowest unoccupied orbital energy: 0.35 eV
Molar mass: 79.1 g mol⁻¹
Maximum force: 4.18 eV/A
Energy: -6753.048 eV

Cartesian coordinates (Å):
C: 1.65673 -0.60799 -0.00358
C: 0.74760 0.61813 0.04994
C: -0.60024 0.18209 -0.17250
C: -1.81345 0.03071 -0.11996
C: -3.23278 -0.08486 -0.08360
N: -4.40818 -0.13854 0.08494
H: 2.71936 -0.26432 -0.25664
H: 1.25717 -1.06896 -0.94128
H: 1.72840 -1.08982 0.96752
H: 1.09147 1.51425 -0.65419
H: 0.85391 0.90930 1.12936

=====

Here is the molecule C5H5N from the OMol25 dataset. Energies are from ωB97M-V with the def2-TZVPD basis set.

Results
Lowest unoccupied orbital energy (alpha / beta): -0.52 / -1.00 eV
Molar mass: 79.1 g mol⁻¹
Maximum force: 1.12 eV/A
Energy: -6747.990 eV

Cartesian coordinates (Å):
C: 0.67577 -1.71169 1.86326
C: -0.07370 -0.65745 2.09264
C: 1.35428 -1.53877 0.62638
C: 0.93804 0.49142 -0.10840
C: -0.08282 0.81116 -1.12772
N: 1.62865 -0.61272 -0.16129
H: 0.68044 -2.65855 2.36669
H: 0.05096 0.26718 1.48578
H: 0.20389 0.45197 -2.11772
H: -0.27015 1.88331 -1.15219
H: -1.01829 0.31881 -0.85177

=====

In eV, the relative energy (zero: lowest compared OMol25 entry of this formula, charge and spin) values for the records above are, in order, 2.526; 2.860; 7.917.